Molecular formula: C17H11LaN10O6S2
Method: DFT, ωB97M-V/def2-TZVPD

LUMO level ... 4.04 eV
ΔE to the lowest compared entry with this formula, charge and spin ... 0.0 kJ/mol
Energy ... -2481.661900 a.u.
Gap between HOMO and LUMO ... 6.6 eV

```
! wB97M-V def2-TZVPD RIJCOSX def2/J DEFGRID3
* xyz -2 1
La 1.02 -0.16 -1.16
N 1.58 -2.38 -4.26
C 0.96 -2.96 -3.18
N 0.53 -4.21 -3.19
N 0.00 -4.39 -1.96
N 0.10 -3.31 -1.27
N 0.70 -2.38 -2.03
C 1.80 -1.01 -4.39
N 2.16 -0.44 -5.51
N 2.28 0.87 -5.19
N 2.00 1.06 -3.95
N 1.69 -0.14 -3.42
H 1.60 -2.91 -5.11
S 3.71 -1.46 -0.12
C 2.93 -0.87 1.25
N 1.86 -0.12 1.20
C 1.38 0.23 2.43
C 0.29 1.06 2.67
C -0.10 1.28 3.98
C 0.61 0.72 5.05
C 1.75 -0.04 4.82
C 2.12 -0.29 3.51
S 3.47 -1.21 2.90
H -0.23 1.52 1.85
H -0.96 1.91 4.18
H 0.28 0.91 6.06
H 2.33 -0.44 5.64
O -2.27 5.25 -0.40
C -1.63 4.24 -0.52
C -2.18 2.84 -0.72
O -3.35 2.51 -0.58
C -1.03 2.02 -1.05
C 0.17 2.71 -0.77
O 1.32 2.15 -0.78
C -0.12 4.12 -0.47
O 0.65 5.01 -0.22
O -1.07 0.80 -1.46
C -2.61 -2.45 0.13
C -2.02 -1.16 0.60
C -2.97 -0.11 1.10
O -0.82 -0.95 0.57
H -3.58 -2.26 -0.33
H -2.79 -3.08 1.01
H -1.93 -2.97 -0.53
H -3.90 -0.55 1.48
H -3.22 0.54 0.26
H -2.50 0.50 1.87
*
```



Molecular formula: C17H12BrN3O4
Method: DFT, ωB97M-V/def2-TZVPD

LUMO level ... 0.46 eV
ΔE to the lowest compared entry with this formula, charge and spin ... 5.3 kJ/mol
Energy ... -3694.269033 a.u.
Gap between HOMO and LUMO ... 8.6 eV

```
! wB97M-V def2-TZVPD RIJCOSX def2/J DEFGRID3
* xyz 0 1
O -0.68 -3.54 -1.06
C -0.50 -2.34 -0.98
C 0.41 -1.97 0.11
C 0.61 -0.64 0.39
N 1.42 -0.32 1.46
C 1.39 0.84 2.27
C 0.31 1.69 2.42
C 0.36 2.87 3.22
C 1.56 3.16 3.86
C 2.62 2.31 3.76
C 2.57 1.14 2.98
O 3.72 2.69 4.47
C 3.37 4.00 4.91
O 1.93 4.22 4.66
N -0.04 0.31 -0.37
C -0.71 -0.05 -1.52
O -1.04 0.89 -2.23
N -0.95 -1.37 -1.87
C -1.78 -1.76 -2.96
C -1.42 -1.35 -4.26
C -2.18 -1.83 -5.38
C -3.23 -2.73 -5.14
Br -4.14 -3.54 -6.58
C -3.62 -3.09 -3.86
C -2.91 -2.58 -2.79
H 0.84 -2.75 0.72
H 2.14 -1.02 1.64
H -0.64 1.36 1.99
H -0.50 3.54 3.23
H 3.46 0.49 2.98
H 3.56 4.16 5.94
H 3.99 4.73 4.36
H 0.13 1.31 -0.16
H -0.59 -0.65 -4.34
H -1.89 -1.55 -6.39
H -4.44 -3.78 -3.70
H -3.15 -2.84 -1.77
*
```



Molecular formula: C17H12BrNO2
Method: DFT, ωB97M-V/def2-TZVPD

LUMO level ... -0.45 eV
Energy ... -3434.259474 a.u.
Gap between HOMO and LUMO ... 8.7 eV

```
! wB97M-V def2-TZVPD RIJCOSX def2/J DEFGRID3
* xyz 0 1
C -1.85 2.77 -0.14
C -2.23 2.54 -1.60
C -2.70 3.76 -2.38
N -2.22 1.41 -2.20
C -1.63 0.35 -1.45
C -2.43 -0.41 -0.62
C -1.89 -1.41 0.14
C -0.54 -1.63 0.04
C 0.26 -0.90 -0.82
C -0.27 0.11 -1.59
C 1.74 -1.22 -0.86
O 2.37 -1.29 -1.89
C 2.33 -1.50 0.52
C 3.56 -1.03 0.92
Br 4.66 -0.02 -0.27
C 3.98 -1.30 2.21
C 3.18 -2.03 3.05
C 1.95 -2.50 2.65
C 1.52 -2.23 1.38
C 0.17 -2.68 0.86
O -0.27 -3.79 1.07
H -1.89 3.84 0.09
H -2.57 2.25 0.50
H -0.85 2.42 0.12
H -1.96 4.08 -3.12
H -2.86 4.59 -1.68
H -3.67 3.54 -2.84
H -3.49 -0.17 -0.56
H -2.47 -2.03 0.82
H 0.34 0.68 -2.27
H 4.94 -0.90 2.52
H 3.50 -2.23 4.07
H 1.29 -3.06 3.32
*
```



Molecular formula: C17H12Cl3F3NO6Rb
Method: DFT, ωB97M-V/def2-TZVPD

LUMO level ... 3.60 eV
ΔE to the lowest compared entry with this formula, charge and spin ... 131.8 kJ/mol
Energy ... -2865.631991 a.u.
Gap between HOMO and LUMO ... 3.8 eV

```
! wB97M-V def2-TZVPD RIJCOSX def2/J DEFGRID3
* xyz -2 1
Rb -0.30 1.17 0.66
O -4.13 3.61 2.94
C -3.49 2.87 1.99
O -3.18 1.73 2.21
C -3.26 3.61 0.73
C -3.91 4.82 0.46
C -3.65 5.42 -0.76
C -2.77 4.81 -1.63
C -2.15 3.61 -1.28
N -2.40 3.03 -0.11
C -1.10 2.98 -2.25
O -1.11 3.47 -3.39
O -0.39 2.09 -1.75
H -4.18 3.04 3.72
H -4.58 5.25 1.19
H -4.13 6.36 -1.01
H -2.53 5.22 -2.61
Cl 1.60 -3.28 2.83
C 1.14 -2.15 1.57
Cl -0.62 -1.81 1.64
H 1.33 -2.60 0.59
H 1.66 -1.21 1.72
Cl -0.30 -4.46 -3.21
C 1.28 -5.01 -2.65
C 1.62 -6.31 -2.90
C 2.85 -6.84 -2.49
C 3.71 -5.96 -1.82
C 3.38 -4.66 -1.57
C 2.12 -4.06 -1.97
C 1.81 -2.74 -1.70
H 0.90 -6.93 -3.42
H 3.12 -7.87 -2.69
H 4.69 -6.31 -1.48
H 4.08 -4.01 -1.05
H 0.91 -2.28 -2.07
H 2.57 -2.13 -1.23
F 2.29 3.40 4.31
C 1.37 3.09 3.36
F 0.19 3.60 3.79
F 1.70 3.81 2.26
C 1.31 1.54 3.09
O 0.55 0.92 3.85
O 1.98 1.16 2.12
*
```



Molecular formula: C17H12Cl4N2O3
Method: DFT, ωB97M-V/def2-TZVPD

LUMO level ... 0.24 eV
ΔE to the lowest compared entry with this formula, charge and spin ... 0.0 kJ/mol
Energy ... -2830.960700 a.u.
Gap between HOMO and LUMO ... 7.1 eV

```
! wB97M-V def2-TZVPD RIJCOSX def2/J DEFGRID3
* xyz 0 1
Cl -1.12 2.77 3.43
C -0.48 1.25 3.02
C -1.35 0.22 2.58
Cl -3.04 0.51 2.40
C -0.86 -1.03 2.31
O -1.80 -2.11 2.26
C 0.53 -1.37 2.33
O 0.95 -2.50 1.99
C 1.41 -0.30 2.84
Cl 3.04 -0.68 3.11
C 0.91 0.97 3.16
Cl 1.95 2.18 3.77
C -3.20 -7.79 6.61
O -3.65 -6.48 6.19
C -3.35 -6.03 4.94
C -3.63 -4.67 4.68
C -3.30 -4.11 3.46
C -2.58 -4.86 2.52
N -2.06 -4.24 1.36
C -1.80 -2.93 1.24
N -1.52 -2.62 -0.03
C -1.45 -1.29 -0.64
C -1.63 -3.81 -0.76
C -1.93 -4.80 0.10
C -2.39 -6.23 2.71
C -2.81 -6.83 3.91
H -3.47 -7.83 7.67
H -3.71 -8.58 6.04
H -2.11 -7.88 6.48
H -4.12 -4.07 5.43
H -3.57 -3.07 3.29
H -1.41 -0.50 0.12
H -0.54 -1.21 -1.25
H -2.34 -1.14 -1.26
H -1.48 -3.84 -1.83
H -2.13 -5.84 -0.06
H -1.91 -6.86 1.96
H -2.72 -7.91 4.06
*
```



Molecular formula: C17H12IN5O3W
Method: DFT, ωB97M-V/def2-TZVPD

LUMO level (spin up / spin down) ... -8.53 / -9.98 eV
ΔE to the lowest compared entry with this formula, charge and spin ... 124.6 kJ/mol
Energy ... -1518.530420 a.u.
Gap between HOMO and LUMO (spin up / spin down) ... 7.0 / 5.5 eV

```
! wB97M-V def2-TZVPD RIJCOSX def2/J DEFGRID3
* xyz 2 3
W 0.80 -1.38 0.06
C -3.58 -1.92 1.97
C -3.16 -0.65 1.37
N -3.96 0.40 1.36
C -3.56 1.50 0.73
C -2.32 1.66 -0.01
C -2.07 2.99 -0.66
O -1.19 2.93 -1.75
C -1.44 0.61 0.03
C -0.08 0.49 -0.61
N 1.08 0.51 0.21
C 2.16 1.40 0.11
C 2.01 2.76 -0.12
C 3.13 3.57 -0.15
C 4.40 3.04 0.05
C 4.58 1.67 0.26
C 3.44 0.89 0.26
I 3.54 -1.19 0.41
C -1.84 -0.53 0.74
O -1.01 -1.54 0.79
H -4.62 -1.86 2.28
H -2.95 -2.16 2.83
H -3.45 -2.74 1.26
H -4.23 2.35 0.81
H -1.62 3.64 0.11
H -3.02 3.46 -0.92
H -1.68 2.98 -2.58
H 0.02 0.99 -1.56
H 1.02 3.18 -0.27
H 3.02 4.63 -0.32
H 5.27 3.68 0.03
H 5.56 1.25 0.38
O 0.99 -3.11 -0.50
N 1.78 -4.20 -0.83
C 1.04 -5.23 -1.04
C -0.40 -5.17 -0.91
N -1.53 -5.02 -0.77
C 1.69 -6.46 -1.39
N 2.19 -7.45 -1.68
*
```



Q: The lowest energy belongs to which entry?
A: C17H12BrN3O4